Record 1
# C14H41FNO21P5S

C14H41FNO21P5S as an isolated structure in a non-equilibrium geometry (ωB97M-V/def2-TZVPD, OMol25).

Geometry as XYZ:
```
84
Properties=species:S:1:pos:R:3:forces:R:3
O 7.0920 -1.4600 -5.7233 0.06 -0.22 0.60
P 6.4461 -2.6655 -5.1661 0.44 0.57 -1.34
N 5.3960 -2.3585 -3.7980 -0.72 0.09 -1.48
C 5.8447 -1.2231 -2.9669 0.41 0.17 1.97
C 6.0526 -1.7810 -1.5086 0.77 2.26 -0.82
O 5.5869 -2.7869 -1.1584 -0.69 -2.37 0.58
O 6.7953 -0.9838 -0.6615 -1.18 0.49 -0.76
S 3.8137 -2.1870 -4.3206 -1.66 0.41 -0.62
O 2.9761 -1.5700 -3.3582 0.66 -0.58 0.83
O 3.7430 -1.6256 -5.6280 0.62 -0.72 -0.14
F 3.3144 -3.7061 -4.4730 1.11 1.23 0.37
H 5.6180 -3.2571 -6.1623 0.04 -0.25 0.92
H 7.3771 -3.6542 -4.7622 -0.52 0.14 0.32
H 5.0901 -0.4151 -2.8655 0.30 -0.54 -0.36
H 6.7804 -0.7482 -3.3155 -0.51 -0.47 -0.21
H 6.2856 -0.1422 -0.6313 0.85 -0.01 0.34
C 6.5134 4.9564 -0.1719 0.19 0.07 -0.24
O 6.0174 4.6390 1.1301 -0.09 -0.13 0.28
P 5.2075 3.2719 1.2794 -0.27 0.11 0.03
O 5.8694 2.1028 0.6982 -0.10 -0.10 -0.27
O 3.7850 3.5900 0.6678 0.34 -0.42 0.17
C 3.1057 4.7911 1.0511 -0.37 0.40 0.00
O 4.9400 3.1946 2.8390 0.02 0.28 -0.35
C 5.9871 2.6533 3.6500 0.24 -0.21 0.29
H 6.5849 6.0396 -0.2548 -0.04 -0.03 0.13
H 7.5033 4.5201 -0.3011 -0.06 -0.04 -0.05
H 5.8447 4.5880 -0.9522 0.03 -0.02 0.01
H 3.3446 5.5793 0.3357 0.04 -0.01 0.04
H 3.3841 5.1142 2.0540 0.04 -0.07 -0.03
H 2.0331 4.6032 1.0246 0.06 -0.13 -0.03
H 5.8951 3.0684 4.6518 -0.12 0.08 -0.10
H 6.9705 2.9065 3.2521 -0.04 -0.02 0.00
H 5.8821 1.5700 3.7013 0.04 0.04 -0.07
C -0.7379 2.4179 -1.7096 0.18 0.03 -0.29
O -1.7687 2.3683 -0.7203 -0.31 0.08 0.27
P -1.3851 2.8606 0.7485 0.24 -0.10 -0.01
O -0.7085 4.1593 0.8046 0.07 -0.26 0.04
O -0.5565 1.6569 1.3545 -0.16 0.58 0.17
C -1.0624 0.3255 1.2141 -0.06 -0.50 -0.11
O -2.7750 2.7883 1.5140 0.19 -0.24 -0.28
C -3.6464 3.9122 1.3762 -0.22 0.28 0.04
H -0.9436 1.6507 -2.4543 -0.11 -0.02 0.11
H -0.7407 3.3961 -2.1900 0.07 0.00 0.06
H 0.2432 2.2270 -1.2707 -0.02 0.03 0.00
H -0.6410 -0.1238 0.3147 -0.11 0.01 -0.01
H -2.1498 0.3097 1.1494 0.04 0.03 -0.06
H -0.7506 -0.2575 2.0791 0.06 0.18 0.04
H -4.6709 3.5733 1.5226 0.09 -0.13 0.02
H -3.5619 4.3631 0.3864 0.02 0.00 0.04
H -3.4043 4.6543 2.1365 0.03 0.01 -0.08
C -5.5714 0.8503 -1.1476 -0.01 0.28 0.17
O -5.6475 -0.4683 -1.6974 0.00 -0.29 -0.12
P -4.2615 -1.1970 -2.0030 -0.01 0.01 -0.14
O -3.2998 -1.1603 -0.9014 0.05 0.12 -0.16
O -3.7519 -0.5209 -3.3419 0.15 -0.32 0.34
C -4.6592 -0.3645 -4.4346 -0.24 0.15 -0.31
O -4.7206 -2.6420 -2.4661 -0.09 0.49 -0.07
C -4.9863 -3.6019 -1.4392 -0.03 -0.35 0.24
H -6.4695 1.3931 -1.4382 -0.02 -0.15 -0.04
H -5.5241 0.7894 -0.0605 0.09 0.02 -0.03
H -4.6981 1.3880 -1.5229 0.02 -0.03 0.07
H -5.1254 0.6199 -4.3757 -0.02 -0.04 0.01
H -5.4323 -1.1327 -4.4346 0.05 0.00 0.04
H -4.0942 -0.4321 -5.3621 0.10 -0.02 0.12
H -5.6991 -4.3285 -1.8238 0.02 0.12 -0.11
H -5.4093 -3.1289 -0.5518 0.01 0.00 -0.04
H -4.0619 -4.1149 -1.1748 -0.02 0.06 0.02
C -2.9601 -2.9255 1.6705 0.22 0.11 -0.24
O -3.1371 -2.8834 3.0920 -0.12 -0.05 0.41
P -3.7992 -4.1655 3.7695 0.11 -0.02 -0.04
O -3.2063 -5.4423 3.3790 -0.23 0.04 -0.08
O -5.3457 -4.0254 3.4387 0.25 -0.26 0.23
C -5.9900 -2.7685 3.6444 -0.18 0.32 -0.06
O -3.7179 -3.8214 5.3170 -0.19 0.23 -0.36
C -2.4869 -4.1202 5.9803 0.30 -0.12 0.25
H -2.9829 -1.9086 1.2898 -0.05 -0.04 0.09
H -1.9945 -3.3739 1.4379 -0.07 -0.08 -0.02
H -3.7554 -3.4963 1.1900 0.03 -0.02 0.03
H -5.9650 -2.1959 2.7157 0.04 0.02 0.04
H -5.5142 -2.1925 4.4381 0.01 -0.05 -0.02
H -7.0274 -2.9546 3.9163 0.07 -0.13 -0.01
H -2.3853 -3.4520 6.8337 -0.14 0.05 -0.08
H -1.6327 -3.9781 5.3174 -0.04 -0.02 0.01
H -2.5068 -5.1506 6.3339 0.03 0.02 -0.09
```
Forces are in eV/Å.

Properties
relative energy (zero: lowest compared OMol25 entry of this formula, charge and spin) = 0.0 kJ/mol
max |F| = 0.049 Eh/bohr
HOMO level = -10.562 eV

---

Record 2
# C14H41N3O5

A 5-piece molecular cluster, C14H41N3O5 overall (ωB97M-V/def2-TZVPD, OMol25).

Geometry as XYZ:
```
63
Properties=species:S:1:pos:R:3:forces:R:3
C -9.1034 -3.5655 -22.2724 0.23 -0.46 0.15
O -10.3476 -3.5546 -21.6089 -0.09 -0.28 0.00
H -8.3238 -3.1000 -21.6589 -0.03 0.27 -0.22
H -8.7919 -4.6048 -22.4019 -0.15 0.01 0.00
H -9.1485 -3.1331 -23.2759 0.02 0.23 0.09
H -10.7613 -2.6807 -21.7216 0.11 0.23 -0.01
C -9.5063 -6.6757 -20.5874 0.18 0.17 -0.32
O -10.8346 -6.4368 -21.0057 -0.07 -0.03 0.03
H -9.4479 -7.6951 -20.2143 -0.02 0.01 0.17
H -8.7908 -6.5959 -21.4198 -0.10 -0.04 0.05
H -9.1841 -5.9631 -19.8229 -0.01 -0.14 0.14
H -10.9511 -5.4831 -21.1021 0.08 0.11 -0.10
C -10.0584 1.0005 -22.1674 0.10 0.14 0.03
C -11.2041 0.2279 -22.7931 -0.27 -0.28 0.46
C -10.8480 -0.3034 -24.1566 -0.07 -0.16 -0.29
O -10.3279 0.7350 -24.9475 -0.05 0.10 -0.01
C -10.2941 0.3903 -26.3106 0.15 0.14 -0.22
N -11.5604 -0.9392 -21.9412 0.01 0.29 -0.22
H -9.0930 0.5790 -22.4492 0.01 -0.07 0.09
H -10.1388 1.0007 -21.0789 0.00 -0.01 0.01
H -10.0766 2.0382 -22.4964 0.07 -0.04 -0.07
H -12.0688 0.8936 -22.8962 0.04 0.03 -0.02
H -11.7440 -0.7335 -24.6320 0.06 0.06 0.03
H -10.1101 -1.1144 -24.0485 0.00 0.07 -0.02
H -11.3008 0.3831 -26.7460 0.00 -0.15 0.06
H -9.8128 -0.5826 -26.4683 -0.08 -0.02 0.01
H -9.7080 1.1452 -26.8340 -0.01 0.01 0.07
H -12.4612 -1.3088 -22.2334 -0.03 0.01 0.01
H -11.6793 -0.6052 -20.9912 -0.07 -0.09 0.03
C -5.3462 -7.1958 -15.8654 0.06 0.07 -0.33
C -5.3203 -7.0950 -17.3845 0.31 -0.07 -0.07
C -5.7489 -5.7123 -17.8405 -0.27 -0.19 -0.41
O -5.8732 -5.7419 -19.2578 0.20 -0.02 0.08
C -5.9221 -4.4529 -19.8131 -0.25 0.10 -0.28
N -3.9982 -7.4749 -17.8863 -0.11 -0.11 0.04
H -4.9489 -8.1610 -15.5593 -0.06 -0.03 0.07
H -6.3593 -7.0716 -15.4863 0.01 -0.01 0.09
H -4.7137 -6.4110 -15.4405 -0.03 -0.03 0.09
H -6.0152 -7.8087 -17.8362 -0.13 0.01 0.17
H -4.9967 -4.9665 -17.5537 -0.03 0.03 0.12
H -6.7255 -5.4534 -17.4069 0.11 0.14 0.08
H -4.9796 -3.9118 -19.6687 -0.09 0.07 0.20
H -6.7706 -3.8861 -19.4072 0.18 0.12 0.09
H -6.0840 -4.5317 -20.8892 0.02 -0.23 0.04
H -3.2640 -6.9208 -17.4606 -0.03 0.09 0.00
H -3.9670 -7.3281 -18.8876 0.07 0.04 -0.01
C -12.6548 -4.6852 -23.7887 0.21 -0.27 -0.14
C -12.3173 -3.5757 -24.7783 -0.15 -0.24 0.14
C -11.4555 -4.1140 -25.9055 0.18 0.15 -0.20
O -12.2358 -4.9861 -26.6867 0.05 -0.21 -0.16
C -11.5176 -5.5127 -27.7789 0.00 -0.01 -0.03
N -13.5466 -2.9480 -25.2734 0.15 0.13 0.29
H -11.7323 -5.1661 -23.4570 -0.06 0.05 0.14
H -13.2511 -5.4677 -24.2635 -0.09 0.14 -0.05
H -13.1932 -4.3210 -22.9162 0.00 0.11 -0.03
H -11.7058 -2.8255 -24.2700 -0.15 0.00 0.08
H -10.5757 -4.6497 -25.5193 -0.02 0.06 0.06
H -11.0908 -3.2711 -26.5199 -0.03 -0.09 -0.03
H -12.1070 -6.3105 -28.2263 -0.08 0.04 0.03
H -10.5580 -5.9350 -27.4583 0.00 0.04 0.01
H -11.3321 -4.7428 -28.5380 0.06 0.00 0.04
H -14.0017 -3.6026 -25.8991 -0.07 0.01 -0.01
H -13.3385 -2.1183 -25.8169 0.04 -0.02 -0.08
```
Forces are in eV/Å.

Properties
relative energy (zero: lowest compared OMol25 entry of this formula, charge and spin) = 21.5 kJ/mol
max |F| = 0.012 Eh/bohr
HOMO level = -9.195 eV
SMILES string = COC[C@H](C)N.COC[C@H](C)N.COC[C@H](C)N.CO.CO

---

Record 3
# C14H41NO6

A 6-piece molecular cluster, C14H41NO6 overall in a non-equilibrium geometry (ωB97M-V/def2-TZVPD, OMol25).

Geometry as XYZ:
```
62
Properties=species:S:1:pos:R:3:forces:R:3
C 6.4105 9.0185 5.7571 0.69 1.05 0.51
C 5.8191 9.3947 7.0869 -1.14 -0.75 0.77
O 5.9816 10.7025 7.5167 1.72 2.32 0.72
H 7.4643 9.3012 5.8390 0.13 -0.46 -0.40
H 5.9864 9.5645 4.9376 -0.33 0.49 -0.38
H 6.2580 7.9803 5.5559 0.20 -0.79 -0.01
H 6.2363 8.7458 7.8774 -0.42 -0.27 -0.32
H 4.7171 9.3693 7.0654 0.28 -0.92 -0.01
H 6.9135 10.8945 7.8274 -0.95 -0.80 -0.60
C 5.1916 9.7443 12.8370 -0.40 2.73 0.44
C 5.1261 10.6076 11.5488 0.18 -2.28 0.37
O 5.8870 9.8687 10.5674 -0.29 1.46 -0.74
H 4.5529 10.2318 13.5999 0.17 -0.25 -0.27
H 6.1845 9.7758 13.2644 0.39 -0.25 -0.06
H 4.8407 8.7458 12.7321 -0.17 -0.75 -0.52
H 5.4974 11.6209 11.6062 0.29 0.24 0.55
H 4.1137 10.6526 11.1858 -0.63 0.11 -0.01
H 5.8033 10.4405 9.7660 0.40 -1.00 0.14
C 9.9268 10.8125 14.1291 0.31 1.90 1.51
C 10.4669 12.2170 14.6140 -1.40 -2.12 1.89
O 9.6670 12.6584 15.7609 0.55 0.18 -1.79
H 10.5736 10.5171 13.3243 0.08 -0.66 -0.40
H 8.8893 10.9402 13.8104 0.15 -0.13 -0.15
H 9.9475 10.1466 15.0059 0.09 -0.03 -0.57
H 10.4450 12.8700 13.7711 -0.04 0.95 -0.48
H 11.4599 12.1175 15.0353 0.56 -0.11 -0.53
H 9.6934 13.6466 15.7004 -0.37 -0.52 0.66
C 9.8425 12.2159 10.2065 -2.12 2.04 0.76
C 8.8846 12.0776 9.0042 -0.16 -2.44 1.41
O 8.6925 10.6668 8.6391 0.36 1.21 -0.02
H 9.6868 13.2636 10.6121 0.45 -0.81 -0.59
H 10.8589 12.1018 9.9759 1.39 -0.35 -0.37
H 9.5626 11.6241 11.1013 0.03 -0.25 -0.88
H 9.1278 12.5538 8.0918 0.90 0.77 -0.69
H 7.9281 12.4844 9.2988 -0.55 0.14 0.22
H 8.9562 10.1107 9.4081 -0.53 0.13 -0.28
C 9.8345 7.1269 11.1769 0.17 -0.05 0.32
C 8.5104 7.7431 10.7076 1.11 0.21 1.56
O 8.5301 9.1645 10.7434 0.10 -0.57 0.50
H 10.1271 7.4119 12.2219 -0.57 -0.13 -0.85
H 10.7243 7.3441 10.5500 -0.73 -0.07 0.08
H 9.6322 6.0430 11.1627 0.47 0.23 0.06
H 7.7321 7.3242 11.3165 -0.50 0.23 1.07
H 8.2014 7.3450 9.7902 0.12 -0.19 -2.13
H 7.6157 9.4693 10.8941 -0.06 0.05 -0.30
C 7.7732 17.2840 15.2436 0.41 0.96 0.09
C 7.9592 15.8349 15.5410 0.92 -2.03 0.27
C 7.5820 14.9998 14.3357 -1.54 -1.57 1.13
O 6.2567 15.2831 13.9231 0.24 -0.18 -0.29
C 5.8788 14.4833 12.8222 0.93 -0.13 0.10
N 9.3799 15.3488 15.7667 -0.80 1.72 -0.17
H 6.7593 17.4742 14.8973 -0.21 -0.02 0.40
H 8.3817 17.5860 14.3686 0.13 -0.05 0.58
H 8.0070 17.8898 16.1452 -0.12 -0.07 -0.74
H 7.4813 15.5160 16.4927 -0.36 0.23 -0.87
H 7.6939 13.9015 14.5627 -0.17 0.86 0.00
H 8.2768 15.1940 13.5522 0.71 0.47 -1.01
H 5.9273 13.4195 13.0416 -0.58 -0.30 0.57
H 6.5921 14.5256 12.0006 0.25 0.68 -0.33
H 4.9217 14.8184 12.4817 -0.60 -0.05 -0.11
H 9.9015 15.6748 14.9642 0.36 0.08 -0.31
H 9.7157 15.9344 16.5139 0.50 -0.08 0.53
```
Forces are in eV/Å.

Properties
relative energy (zero: lowest compared OMol25 entry of this formula, charge and spin) = 6.9 kJ/mol
max |F| = 0.062 Eh/bohr
HOMO level = -9.466 eV
SMILES string = COC[C@H](C)N.CCO.CCO.CCO.CCO.CCO

---

Record 4
# C14H41O12V

C14H41O12V as an isolated structure in a non-equilibrium geometry (ωB97M-V/def2-TZVPD, OMol25).

Geometry as XYZ:
```
68
Properties=species:S:1:pos:R:3:forces:R:3
O 2.7277 -2.9989 1.8878 1.03 -1.11 -0.34
V 2.1562 -1.5590 1.9079 -1.87 0.78 -1.03
O 2.5385 -1.0064 3.3284 -0.01 0.68 0.49
O -0.1155 -0.3470 -1.1688 1.17 -0.97 0.32
C 0.7146 -0.6757 -0.1603 0.05 0.12 -0.19
O 1.5493 -1.6315 -0.3378 -1.41 1.25 0.74
O 0.6464 0.0072 0.9312 0.48 -1.51 -0.55
H -0.7548 0.3246 -0.8381 -0.19 0.20 0.21
C 0.1695 -3.7032 -3.1130 0.40 0.04 -0.21
O 1.5482 -3.5078 -2.8243 -0.36 -0.46 -0.69
H 0.1609 -4.1266 -4.1088 -0.18 -0.28 -0.18
H -0.3323 -4.3879 -2.4204 0.12 0.08 0.02
H -0.3985 -2.7708 -3.1750 0.05 0.14 0.26
H 1.6398 -3.0531 -1.9984 -0.07 0.55 0.99
C 0.0069 -3.5258 3.2458 -0.70 0.87 -0.86
O 0.2135 -2.4529 2.2638 0.18 0.01 0.53
H 0.5047 -3.2717 4.1707 0.28 -0.12 0.13
H -1.0760 -3.6141 3.4276 0.36 0.06 -0.09
H 0.3536 -4.4426 2.7871 0.29 -0.06 0.14
H -0.5385 -1.8134 2.3023 0.05 -0.14 0.04
C 1.5067 -0.4357 -4.2705 -0.08 0.63 -0.58
O 0.8594 -0.6023 -5.5316 0.18 -0.13 -0.05
H 1.3064 0.5932 -3.9141 0.27 -0.41 0.16
H 1.2156 -1.1668 -3.5139 0.08 0.07 -0.18
H 2.5470 -0.5534 -4.5538 0.31 0.08 0.59
H -0.0476 -0.8267 -5.3758 -0.73 -0.16 0.06
C 4.1800 -0.7651 -0.2742 -1.00 1.23 -0.12
O 3.4318 -0.1512 0.8344 0.20 -1.10 -0.05
H 4.8972 -0.0406 -0.6364 0.40 -0.04 0.07
H 4.5879 -1.7069 0.0162 0.46 -0.53 0.23
H 3.4132 -0.8992 -1.0260 0.23 -0.23 -0.17
H 4.0316 0.2975 1.4305 0.25 0.06 0.30
C -3.6710 -1.2088 3.3362 0.09 0.37 0.08
C -2.7349 -0.0239 3.0237 -0.84 -0.44 -1.06
C -2.1046 0.6289 4.2322 -0.06 -0.71 0.57
O -1.7882 -0.5947 2.0954 0.29 0.18 0.70
H -3.9596 -1.6932 2.3921 -0.02 0.24 0.28
H -4.5736 -0.8973 3.8853 0.33 -0.07 -0.20
H -3.1384 -1.9569 3.9309 -0.03 0.08 0.05
H -3.3351 0.7183 2.4540 0.35 -0.14 0.27
H -2.8610 1.1611 4.8194 0.06 -0.01 -0.18
H -1.3005 1.3249 3.9882 -0.05 -0.08 -0.10
H -1.7217 -0.1764 4.8838 0.16 0.41 -0.17
H -1.0678 0.0280 1.8924 -0.14 0.14 -0.29
C 3.3700 3.4312 -2.0119 0.18 -0.64 0.61
C 2.1021 3.1327 -1.2207 0.15 0.48 1.08
C 2.3112 3.1299 0.3363 -0.99 0.21 -1.28
O 1.1002 4.1585 -1.3866 -0.03 -0.44 -0.74
H 4.0493 2.6009 -1.7340 0.12 0.61 -0.19
H 3.7748 4.4042 -1.7160 0.12 -0.22 -0.08
H 3.2640 3.3794 -3.1011 -0.28 0.11 0.18
H 1.7332 2.1534 -1.5483 -0.26 0.05 0.12
H 1.3285 2.9529 0.7746 0.03 -0.28 0.06
H 2.5672 4.1295 0.6644 0.45 0.21 -0.05
H 2.9906 2.3852 0.7128 0.31 -0.21 -0.08
H 0.9304 4.2527 -2.3384 0.06 0.01 0.40
C -3.7829 0.1016 -0.6256 0.33 0.19 -0.26
C -3.1043 1.4293 -0.9490 1.14 -0.80 0.17
C -3.8818 2.6176 -0.4931 -0.55 0.89 -0.27
O -1.7714 1.3746 -0.2729 -1.03 0.87 -0.46
H -3.1862 -0.7434 -0.9576 0.11 -0.03 -0.18
H -4.7625 0.0429 -1.0971 -0.02 0.07 -0.04
H -3.8915 -0.0151 0.4420 -0.13 0.10 0.36
H -2.9177 1.5080 -2.0393 -0.07 -0.07 0.47
H -4.0797 2.6678 0.5904 0.18 -0.18 -0.43
H -4.8327 2.6472 -1.0430 0.01 -0.20 0.31
H -3.3930 3.5354 -0.8313 0.19 0.05 0.34
H -1.3046 2.2275 -0.3804 -0.42 -0.38 0.02
```
Forces are in eV/Å.

Properties
max |F| = 0.044 Eh/bohr
HOMO level = -9.690 eV

---

In order of appearance, frontier orbital gap = 11.0 9.8 10.1 10.0 eV.